Molecular formula: C26H24BrF4MgN4O3PS
Method: DFT, ωB97M-V with the def2-TZVPD basis set

```
! RIJCOSX wB97M-V def2-TZVPD def2/J DEFGRID3
* xyz 0 1
Mg -0.66 -1.77 -0.71
N 0.90 -3.34 -0.97
C 0.10 -4.53 -1.37
C -0.90 -4.07 -2.44
O -0.92 -4.63 -3.53
N -1.59 -3.00 -2.03
C -2.26 -2.22 -3.05
C -1.96 -0.73 -2.88
O -2.68 0.10 -3.39
O -0.92 -0.42 -2.13
H 1.44 -3.04 -1.78
H 1.58 -3.58 -0.26
H -0.42 -4.90 -0.49
H 0.72 -5.33 -1.78
H -3.35 -2.34 -3.04
H -1.92 -2.52 -4.05
F 3.42 -0.54 5.97
C 2.95 -0.46 4.73
C 3.29 0.60 3.92
F 4.09 1.56 4.37
C 2.78 0.66 2.63
F 3.16 1.70 1.88
C 1.94 -0.32 2.11
P 1.24 -0.12 0.43
C 2.67 -0.13 -0.69
C 4.00 -0.18 -0.29
C 5.01 -0.29 -1.23
C 4.70 -0.33 -2.59
C 3.38 -0.28 -2.99
C 2.36 -0.20 -2.05
C 0.62 1.59 0.52
C 0.71 2.46 -0.56
C 0.10 3.70 -0.50
C -0.60 4.09 0.63
C -0.68 3.23 1.72
C -0.08 1.98 1.66
C 1.62 -1.39 2.95
Br 0.48 -2.80 2.42
C 2.11 -1.46 4.24
F 1.81 -2.47 5.05
H 4.26 -0.16 0.76
H 6.04 -0.33 -0.91
H 5.50 -0.41 -3.32
H 3.13 -0.33 -4.05
H 1.33 -0.20 -2.38
H 1.24 2.17 -1.46
H 0.17 4.37 -1.35
H -1.06 5.07 0.68
H -1.21 3.52 2.61
H -0.17 1.30 2.50
C -4.85 0.70 2.04
N -4.07 1.10 0.89
C -4.36 2.33 0.17
C -3.37 2.29 -0.99
N -2.45 1.24 -0.57
C -2.95 0.53 0.43
S -2.26 -0.88 1.12
H -4.82 1.47 2.81
H -4.44 -0.22 2.44
H -5.89 0.53 1.75
H -4.20 3.20 0.83
H -5.40 2.34 -0.16
H -2.84 3.23 -1.12
H -3.83 2.00 -1.94
H -1.74 0.84 -1.18
*
```

Summary:
E_HOMO: -0.29279 Ha
Kohn-Sham gap: 7.828 eV
Energy relative to the best compared isomer or geometry (same formula, charge and spin): 0.0000 eV